Entry 1:
This record from the OMol25 dataset describes C48H55F9NO4PSSiW as an isolated structure. The level of theory is wB97M-V/def2-TZVPD.

Summary:
HOMO energy (spin up / spin down) = -6.80 / -8.07 eV
2S+1 = 3
ΔE to the lowest compared entry with this formula, charge and spin = 1.4604 eV
frontier orbital gap (spin up / spin down) = 6.75 / 7.36 eV
energy = -4212.960344 a.u.

Last column: Mulliken spin population.
CARTESIAN COORDINATES (ANGSTROEM)
W 0.444 0.346 0.521  1.349
C 0.175 1.074 4.841  -0.015
C 1.473 1.380 5.222  0.018
C 2.501 1.229 4.311  -0.010
C 2.204 0.822 3.015  0.064
N 0.923 0.697 2.618  -0.127
C -0.053 0.727 3.526  0.024
C 3.154 0.364 2.005  0.053
C 4.502 0.179 2.304  -0.024
C 5.341 -0.387 1.366  0.027
C 4.804 -0.800 0.153  -0.023
C 3.458 -0.620 -0.128  0.068
C 2.582 -0.001 0.775  -0.104
H -0.653 1.106 5.534  0.001
H 1.688 1.691 6.236  0.001
H 3.529 1.380 4.604  0.000
H -1.024 0.445 3.161  0.006
H 4.896 0.460 3.272  0.001
H 6.389 -0.538 1.586  0.002
H 5.436 -1.287 -0.579  -0.001
H 3.090 -0.986 -1.073  0.023
C -1.832 -3.619 -2.882  0.000
C -2.361 -2.441 -2.078  -0.001
C -3.766 -2.742 -1.576  0.000
C -2.329 -1.166 -2.917  -0.002
O -1.493 -2.160 -0.975  0.016
Si -1.149 -2.996 0.393  0.033
S 0.344 -1.946 1.426  0.043
O -0.619 -4.517 0.054  -0.017
C 0.661 -5.093 -0.254  -0.001
C 0.356 -6.367 -1.028  0.000
C 1.371 -5.420 1.054  0.002
C 1.510 -4.151 -1.103  -0.014
O -2.561 -3.179 1.190  0.040
C -2.952 -4.025 2.272  0.000
C -1.833 -4.125 3.302  0.004
C -4.181 -3.367 2.882  0.000
C -3.295 -5.398 1.711  0.000
H -2.458 -3.769 -3.764  0.000
H -1.838 -4.536 -2.295  0.000
H -0.813 -3.427 -3.218  0.001
H -4.467 -2.727 -2.413  0.000
H -4.075 -2.004 -0.843  0.000
H -3.808 -3.723 -1.103  0.000
H -3.056 -1.216 -3.729  0.000
H -1.337 -1.025 -3.350  -0.002
H -2.563 -0.301 -2.295  0.000
H -0.321 -7.000 -0.454  0.000
H 1.272 -6.926 -1.225  0.000
H -0.118 -6.132 -1.981  0.000
H 0.759 -6.099 1.649  0.000
H 1.549 -4.513 1.628  0.001
H 2.331 -5.901 0.862  0.000
H 0.992 -3.900 -2.028  -0.001
H 2.454 -4.636 -1.359  0.000
H 1.730 -3.233 -0.559  0.009
H -1.527 -3.133 3.630  0.001
H -0.960 -4.628 2.885  -0.002
H -2.172 -4.696 4.167  0.000
H -3.931 -2.371 3.247  0.000
H -4.566 -3.959 3.713  0.000
H -4.964 -3.269 2.131  0.000
H -2.433 -5.829 1.203  0.000
H -4.114 -5.318 0.996  0.000
H -3.603 -6.069 2.513  0.000
C 4.040 3.172 0.844  0.009
C 3.352 4.313 0.162  0.002
C 3.971 5.560 0.155  0.000
C 3.420 6.646 -0.505  -0.001
C 2.226 6.495 -1.192  0.000
C 1.591 5.265 -1.181  -0.008
C 2.127 4.175 -0.493  0.035
P 1.219 2.591 -0.665  0.112
C -0.474 3.110 -1.035  0.063
C -1.128 3.551 0.264  -0.026
C -3.463 2.549 0.091  0.006
C -3.520 2.779 -1.388  0.014
C -2.586 2.976 -2.310  -0.006
C -1.122 2.919 -2.195  0.035
C -0.466 2.629 -3.524  0.004
C 2.018 1.845 -2.119  -0.064
C 2.976 2.484 -2.896  -0.001
C 3.593 1.808 -3.939  -0.006
C 3.245 0.492 -4.209  0.004
C 2.290 -0.150 -3.434  -0.006
C 1.676 0.511 -2.373  0.013
C 0.736 -0.216 -1.481  0.225
H 5.115 3.341 0.874  0.000
H 3.870 2.223 0.338  -0.002
H 3.692 3.063 1.874  -0.001
H 4.918 5.668 0.667  0.000
H 3.927 7.601 -0.492  0.000
H 1.786 7.324 -1.728  0.000
H 0.656 5.155 -1.717  0.001
H -0.337 3.583 1.024  0.021
H -3.935 3.450 0.497  0.000
H -4.542 2.825 -1.750  -0.001
H -2.951 3.143 -3.316  0.001
H -1.126 2.964 -4.322  0.001
H -0.301 1.561 -3.674  0.001
H 0.490 3.131 -3.642  0.000
H 3.247 3.511 -2.690  0.000
H 4.340 2.309 -4.538  0.000
H 3.723 -0.041 -5.019  0.000
H 2.023 -1.180 -3.637  -0.001
H 0.493 -1.227 -1.808  -0.041
H -0.260 0.329 -1.404  -0.079
F -4.294 0.784 1.532  0.000
C -4.501 1.452 0.400  0.001
F -5.726 2.013 0.490  0.000
F -4.584 0.544 -0.581  0.000
C -2.100 2.455 0.826  0.033
O -1.461 1.239 0.730  0.211
C -2.411 2.781 2.359  0.002
F -2.631 1.695 3.094  0.001
F -1.380 3.434 2.938  0.001
F -3.499 3.543 2.544  -0.001
C -1.569 5.028 0.203  -0.001
F -2.621 5.294 0.993  0.000
F -0.568 5.815 0.627  0.000
F -1.895 5.457 -1.020  0.000

Entry 2:
This record from the OMol25 dataset describes C48H56As2F12N8 as an isolated structure at a distorted geometry. The level of theory is wB97M-V/def2-TZVPD.

Summary:
HOMO energy = -21.78 eV
ΔE to the lowest compared entry with this formula, charge and spin = 0.0000 eV
total charge = +6
frontier orbital gap = 7.38 eV
energy = -7968.514500 a.u.

Last column: Mulliken charge in e.
CARTESIAN COORDINATES (ANGSTROEM)
C -4.054 8.774 2.255  -0.875
N -3.828 7.590 1.362  0.057
C -4.361 7.448 0.097  -0.535
C -4.077 6.323 -0.612  -0.679
C -3.427 5.209 -0.048  1.123
C -2.993 5.309 1.246  -0.748
C -3.217 6.522 1.952  -0.380
C -3.380 3.887 -0.753  1.107
C -3.431 3.807 -2.192  -1.017
C -3.565 2.557 -2.772  -0.387
N -3.660 1.438 -2.011  0.257
C -3.601 1.489 -0.631  -0.144
C -3.581 2.739 -0.034  -1.141
C -3.741 0.048 -2.528  -1.216
H -4.986 8.639 2.804  0.346
H -4.011 9.646 1.603  0.381
H -3.201 8.836 2.931  0.345
H -4.914 8.313 -0.241  0.489
H -4.433 6.291 -1.631  0.490
H -2.389 4.546 1.715  0.652
H -2.834 6.584 2.960  0.419
H -3.379 4.656 -2.857  0.563
H -3.621 2.351 -3.831  0.577
H -3.931 0.638 -0.053  0.346
H -3.598 2.846 1.041  0.586
H -4.360 -0.482 -1.805  0.357
H -2.758 -0.385 -2.716  0.363
H -4.270 0.075 -3.480  0.518
C 4.674 -7.822 3.709  -0.962
N 3.852 -7.451 2.540  0.005
C 2.547 -7.075 2.728  -0.237
C 1.829 -6.630 1.615  -0.629
C 2.340 -6.718 0.269  0.535
C 3.696 -7.165 0.218  -0.679
C 4.486 -7.421 1.315  -0.358
C 1.559 -6.345 -0.939  0.814
C 1.358 -7.352 -1.911  -0.429
C 0.641 -7.123 -3.036  -0.848
N 0.117 -5.812 -3.313  0.155
C 0.279 -4.868 -2.358  -0.489
C 0.922 -5.099 -1.152  -0.751
C -0.630 -5.513 -4.605  -0.643
H 3.916 -8.045 4.460  0.337
H 5.176 -6.910 4.032  0.358
H 5.267 -8.704 3.469  0.415
H 2.146 -6.957 3.723  0.427
H 0.814 -6.293 1.758  0.583
H 4.113 -7.041 -0.771  0.522
H 5.511 -7.762 1.332  0.487
H 1.721 -8.345 -1.692  0.640
H 0.366 -7.912 -3.721  0.480
H -0.181 -3.918 -2.588  0.502
H 0.862 -4.348 -0.378  0.779
H -0.632 -4.432 -4.745  0.076
H -1.544 -6.093 -4.472  0.398
H -0.173 -5.994 -5.470  0.375
C 2.444 5.070 5.385  -0.895
N 1.608 3.918 5.108  0.099
C 0.338 3.809 5.650  -0.348
C -0.521 2.801 5.282  -0.816
C -0.058 1.686 4.493  0.857
C 1.302 1.777 4.046  -0.574
C 2.101 2.908 4.289  -0.641
C -0.856 0.478 4.207  1.294
C -2.283 0.417 4.238  -0.711
C -2.906 -0.767 3.800  -0.393
N -2.202 -1.905 3.584  0.197
C -0.862 -1.896 3.774  -0.713
C -0.183 -0.751 3.984  -0.619
C -2.892 -3.106 3.125  -0.836
H 1.931 5.894 5.880  0.314
H 2.538 5.602 4.439  0.387
H 3.364 4.755 5.877  0.362
H -0.056 4.656 6.190  0.407
H -1.483 2.818 5.771  0.540
H 1.816 1.073 3.410  0.295
H 3.143 2.984 4.018  0.520
H -2.762 1.370 4.407  0.451
H -3.954 -1.010 3.712  0.554
H -0.333 -2.834 3.697  0.441
H 0.872 -0.749 4.213  0.694
H -3.058 -3.560 4.103  0.447
H -2.204 -3.735 2.561  0.165
H -3.829 -2.890 2.611  0.389
C 0.929 6.451 -2.284  -0.863
N 1.476 5.041 -2.164  0.003
C 1.131 4.232 -1.134  -0.445
C 1.659 2.929 -1.113  -0.755
C 2.421 2.405 -2.202  0.818
C 2.605 3.305 -3.264  -0.616
C 2.175 4.588 -3.176  -0.426
C 2.872 1.021 -2.285  0.986
C 3.458 0.390 -1.196  -0.492
C 3.685 -0.978 -1.236  -0.274
N 3.410 -1.684 -2.365  0.263
C 2.939 -1.070 -3.497  -0.360
C 2.689 0.269 -3.489  -0.959
C 3.688 -3.169 -2.441  -1.133
H 0.373 6.674 -1.374  0.233
H 0.145 6.330 -3.032  0.441
H 1.744 7.125 -2.550  0.362
H 0.579 4.723 -0.347  0.544
H 1.344 2.253 -0.332  0.515
H 3.116 2.946 -4.145  0.662
H 2.324 5.280 -3.992  0.487
H 3.475 0.885 -0.236  0.567
H 4.034 -1.545 -0.385  0.433
H 2.605 -1.775 -4.244  0.437
H 2.254 0.795 -4.326  0.222
H 3.562 -3.704 -3.382  0.355
H 3.220 -3.688 -1.604  0.357
H 4.762 -3.254 -2.279  0.456
As -0.495 -1.279 -0.187  2.049
F -0.567 -2.730 0.947  -0.490
F -1.733 -2.159 -1.226  -0.503
F -0.600 0.173 -1.304  -0.481
F 0.728 -0.467 0.814  -0.428
F 0.823 -1.962 -1.061  -0.280
F -1.851 -0.555 0.756  -0.448
As -1.081 -1.006 -5.469  1.943
F -1.911 -2.289 -6.417  -0.482
F -0.830 0.044 -6.889  -0.462
F -0.149 0.252 -4.480  -0.469
F -1.248 -2.071 -4.039  -0.382
F 0.512 -1.840 -5.716  -0.508
F -2.712 -0.241 -5.300  -0.462

- Which of these has the lowest energy?
  C48H56As2F12N8

- Which of these has the highest ΔE to the lowest compared entry with this formula, charge and spin?
  C48H55F9NO4PSSiW

- Look up the energy of the first one.
  -4212.960344 a.u.

- Among the records above, which one has the lowest ΔE to the lowest compared entry with this formula, charge and spin?
  C48H56As2F12N8